Record 1
Here is a molecular structure, C25H37N4O2RuS4 from the OMol25 dataset. Energies are from wB97M-V/def2-TZVPD.

Geometry as XYZ:
```
73
Properties=species:S:1:pos:R:3:forces:R:3
Ru -0.158 -0.671 -0.139 -0.45 0.10 -1.41
S -2.626 0.337 -0.770 0.28 -0.32 0.05
S -0.961 1.884 -4.436 -0.04 0.00 0.04
S -3.632 1.927 -3.156 0.00 0.01 0.01
S 0.217 0.181 -2.269 0.42 0.06 0.26
O -0.421 1.339 0.789 0.14 -0.30 -0.05
O -3.079 3.062 -5.476 -0.03 0.01 -0.01
N 1.706 -1.017 0.598 -0.19 0.11 0.16
N 0.431 -2.467 -1.335 0.09 0.34 0.00
N -2.138 -2.093 0.977 -0.09 0.23 0.32
N -0.019 -0.466 3.005 -0.33 0.06 0.14
C 0.465 1.537 4.214 0.02 0.07 -0.02
C 3.200 -2.787 1.567 -0.05 0.05 -0.20
C -2.350 1.093 -2.311 0.28 0.05 0.00
C 2.241 -4.795 2.494 0.03 0.05 0.01
C 3.394 0.179 2.016 0.05 -0.02 -0.04
C -2.540 -3.262 -1.134 0.13 0.05 0.11
C 3.351 -4.021 2.186 0.01 -0.06 0.04
C 0.638 -1.147 3.941 0.00 -0.04 0.06
C 2.837 -0.029 0.592 0.02 -0.07 0.05
C 2.423 1.385 0.167 -0.13 -0.02 -0.02
C 1.942 -2.253 1.207 -0.01 -0.15 0.21
C -0.894 1.612 2.108 0.02 -0.01 0.12
C 4.740 -4.500 2.524 0.00 0.00 0.00
C -0.112 0.858 3.150 0.07 -0.08 -0.12
C 0.978 -4.311 2.182 -0.03 -0.01 -0.10
C 3.895 -0.441 -0.452 -0.03 0.03 0.00
C -1.145 1.074 -2.896 -0.17 -0.01 0.17
C -0.259 -5.103 2.522 0.01 -0.03 0.01
C 0.848 -3.077 1.565 -0.08 0.01 -0.21
C -1.351 -4.126 -1.575 0.16 0.18 0.10
C 1.154 0.817 5.178 0.01 0.03 0.04
C -2.654 2.425 -4.554 0.04 -0.01 0.00
C -2.783 -3.286 0.379 0.17 0.06 -0.11
C 1.238 -0.555 5.042 0.01 0.04 0.00
C -0.302 -3.306 -2.317 -0.13 -0.06 0.27
H 0.426 -3.959 -2.804 -0.03 0.00 -0.06
H 3.823 -0.698 2.488 0.01 0.01 0.00
H -2.778 -1.315 0.854 0.01 -0.01 0.08
H 1.760 -1.166 5.765 0.00 0.00 0.00
H 0.701 -2.220 3.805 -0.02 0.05 0.00
H -0.739 -2.656 -3.076 -0.05 0.03 0.05
H -2.020 -2.193 1.981 -0.01 -0.03 0.03
H -2.324 -4.166 0.833 -0.07 -0.02 -0.06
H 2.358 -5.756 2.982 0.01 0.00 0.00
H 5.214 -3.843 3.255 0.00 0.00 0.00
H -0.838 -4.523 -0.691 -0.09 -0.14 0.00
H -0.713 -5.538 1.628 0.04 -0.01 0.01
H -1.183 1.493 0.179 -0.09 0.08 0.08
H -1.674 -4.992 -2.154 0.05 0.07 -0.13
H 3.415 -0.485 -1.433 0.00 0.04 -0.01
H -1.957 1.356 2.173 0.01 -0.07 0.01
H 1.888 1.407 -0.777 -0.01 -0.02 -0.02
H 4.108 -2.249 1.374 0.06 0.04 -0.09
H 1.622 1.323 6.012 -0.01 0.01 0.01
H 4.377 -1.397 -0.280 -0.04 -0.09 0.04
H 1.813 1.874 0.919 -0.05 0.01 0.03
H 2.581 0.531 2.655 0.06 0.02 -0.04
H 0.957 -3.096 -0.733 -0.11 0.05 0.22
H 1.133 -1.940 -1.847 0.08 -0.24 -0.06
H -0.026 -5.921 3.204 0.00 0.00 0.01
H -2.298 -2.225 -1.364 -0.14 0.04 -0.15
H 4.161 0.956 1.992 0.00 0.00 -0.01
H 5.376 -4.514 1.638 0.00 0.00 0.00
H -3.848 -3.324 0.619 0.00 0.08 -0.01
H -1.017 -4.475 2.997 0.01 0.00 0.01
H -3.437 -3.486 -1.712 -0.03 -0.20 0.13
H 0.380 2.614 4.274 0.01 0.00 0.01
H 3.336 1.970 0.045 0.00 0.00 0.04
H 4.719 -5.507 2.941 0.00 0.00 0.00
H 4.675 0.321 -0.505 0.03 -0.03 0.01
H -0.156 -2.717 1.387 0.23 -0.03 -0.01
H -0.785 2.683 2.288 -0.07 0.01 -0.01
```
Positions in Å, forces in eV/Å.

Strongest force on any atom (eV Å⁻¹): 1.477
Gap between HOMO and LUMO (spin up / spin down) (eV): 6.735 / 6.143
<S²>: 0.77
HOMO energy (spin up / spin down) (eV): -7.0 / -6.9
Energy above the lowest of the compared OMol25 structures with the same formula, charge and spin (kcal per mole): 42.8
Spin multiplicity: 2

Here are the Löwdin charges for atoms 1 to 5, given in e:
1. Ru 0.99
2. S 0.62
3. S 0.96
4. S 0.97
5. S 0.65

Record 2
Here is a molecular structure, C55H74N3O3P3STeTi from the OMol25 dataset. Energies are from wB97M-V/def2-TZVPD.

Geometry as XYZ:
```
141
Properties=species:S:1:pos:R:3:forces:R:3
Te 3.364 0.187 -0.031 0.32 -0.21 -0.16
Ti -0.337 -0.137 0.265 -0.40 -0.19 -0.20
S -0.204 2.759 -0.799 0.09 -0.10 -0.16
P 1.349 2.292 1.667 -0.84 0.58 0.09
P 0.282 -0.496 -3.585 -0.07 0.00 0.00
P -2.965 0.535 0.578 0.45 -0.06 -0.06
O -1.540 -1.745 -0.443 0.29 0.18 0.14
O 2.414 -3.165 1.366 -0.02 -0.03 0.02
O -1.047 3.832 -0.079 -0.07 0.12 0.06
N 0.526 -2.168 0.375 -0.29 0.42 0.10
N 0.444 1.741 0.434 0.00 -0.55 -0.01
N -0.571 -0.097 2.292 0.12 0.13 -0.20
C 2.268 1.371 -3.292 0.03 -0.06 -0.02
C 4.487 1.373 -4.219 -0.05 0.02 0.02
C -0.659 0.373 -4.991 -0.01 -0.07 -0.02
C -3.638 2.274 0.561 0.04 -0.04 -0.11
C -2.989 -0.006 2.317 -0.19 -0.01 0.07
C -2.015 -0.308 -5.195 -0.01 0.01 -0.02
C -3.956 -0.481 -1.797 0.01 -0.07 -0.04
C 0.358 -2.346 -3.952 0.04 0.00 -0.05
C 2.905 0.755 3.376 -0.05 -0.07 0.04
C 3.183 3.518 -0.292 0.01 0.05 -0.01
C 3.211 -0.318 4.183 -0.05 -0.01 -0.03
C -0.811 -4.038 0.199 0.08 -0.05 0.03
C -4.305 -0.422 -0.305 0.00 -0.04 0.07
C 0.687 -5.753 1.090 -0.03 -0.01 -0.02
C -3.014 -0.598 5.036 0.01 0.02 -0.03
C 4.765 -2.326 -1.569 0.01 0.02 -0.01
C 6.447 0.372 0.515 0.01 0.05 0.02
C -0.299 -6.700 0.850 0.07 0.02 0.02
C 5.804 -1.466 -0.905 0.02 0.00 0.02
C -1.539 -6.316 0.284 -0.04 0.05 -0.03
C 5.425 -0.340 -0.139 -0.09 -0.27 -0.04
C 1.277 -3.223 0.899 0.14 0.00 -0.03
C -4.184 -0.149 3.018 0.07 0.01 0.06
C 2.283 -1.351 4.307 0.01 0.03 -0.01
C 7.147 -1.807 -1.039 -0.01 0.05 0.00
C 9.612 -1.451 -0.596 0.00 -0.01 0.00
C -0.694 -2.644 0.000 0.04 -0.01 -0.09
C 6.157 1.523 1.446 -0.01 -0.02 0.00
C 1.971 0.152 -3.904 0.06 0.10 0.08
C -4.815 2.576 1.479 -0.02 -0.01 -0.02
C 2.980 -0.454 -4.653 0.06 -0.02 -0.08
C -1.806 -5.005 -0.042 0.00 -0.02 0.01
C 7.782 0.004 0.352 -0.02 0.01 0.00
C 3.500 1.986 -3.467 0.02 0.07 -0.02
C 4.226 0.142 -4.799 -0.01 -0.09 -0.03
C -1.811 -0.473 4.372 0.07 -0.03 0.05
C 3.199 4.510 2.004 0.08 -0.06 -0.01
C 1.056 -1.258 3.690 0.01 0.03 -0.02
C 0.439 -4.429 0.768 -0.13 0.05 -0.07
C -3.940 2.708 -0.876 0.00 0.00 0.00
C -4.227 -0.461 4.368 0.02 0.01 -0.04
C 0.600 -2.810 -5.393 -0.01 -0.04 -0.02
C 1.669 0.854 2.732 0.25 0.17 0.06
C 0.684 -0.135 2.930 0.12 -0.19 0.17
C -1.744 -0.219 2.980 -0.10 0.06 0.08
C 0.083 0.434 -6.326 0.00 0.00 0.01
C -0.975 -2.962 -3.494 0.06 -0.05 0.00
C 1.472 -2.883 -3.024 -0.03 -0.02 -0.02
C 0.390 3.362 2.874 0.07 -0.08 0.08
C 1.077 3.434 4.249 -0.02 -0.01 -0.01
C -0.933 1.805 -4.510 0.05 -0.04 0.00
C -1.061 2.959 3.087 -0.04 0.02 -0.07
C 8.161 -1.078 -0.428 -0.03 0.00 0.00
C 2.393 3.699 0.991 0.03 -0.15 0.15
C -4.550 -1.843 0.209 -0.01 0.05 -0.01
H -3.644 0.481 -2.200 -0.04 0.00 0.00
H 2.165 3.460 4.216 0.02 0.02 -0.03
H 1.576 -2.296 -2.108 -0.01 0.01 0.04
H 6.883 2.331 1.319 0.01 -0.01 0.00
H -3.643 -2.435 0.104 0.01 -0.01 0.00
H 1.032 0.964 -6.225 -0.01 0.00 -0.02
H -1.548 2.741 2.143 0.05 0.02 0.07
H -0.893 -0.575 4.934 -0.04 0.01 -0.02
H -0.015 2.387 -4.434 0.07 0.01 0.05
H 2.444 -2.897 -3.518 -0.01 0.06 0.01
H 7.408 -2.675 -1.641 0.00 0.00 0.00
H 2.536 -2.252 4.851 0.01 0.00 0.00
H -2.549 -0.429 -4.251 -0.01 -0.01 0.01
H -0.873 -4.053 -3.483 0.00 0.02 0.01
H 8.549 0.585 0.863 -0.01 0.00 0.00
H 10.086 -1.670 0.365 -0.01 0.00 0.00
H 0.291 -0.560 -6.724 -0.01 0.06 0.00
H 3.665 1.501 3.177 -0.01 0.03 -0.02
H -1.414 1.813 -3.529 -0.01 0.01 0.00
H -1.139 2.093 3.739 -0.01 -0.09 0.04
H -4.800 2.181 -1.300 0.01 0.01 0.01
H -2.292 -7.076 0.105 -0.01 0.01 -0.01
H -1.593 3.784 3.572 -0.01 -0.01 -0.03
H 5.153 1.909 1.278 0.02 0.00 0.00
H 3.704 2.921 -2.960 -0.01 -0.03 -0.03
H 0.377 4.349 2.407 0.05 0.00 0.00
H -5.117 0.005 2.488 0.00 -0.01 -0.01
H -1.795 -2.714 -4.169 0.01 0.01 0.05
H -2.779 2.886 0.840 -0.07 -0.03 0.00
H -5.081 3.634 1.386 0.00 -0.01 0.00
H -3.002 -0.807 6.101 0.00 0.00 0.00
H -5.703 1.993 1.211 0.01 0.01 0.02
H 9.715 -2.337 -1.225 0.00 0.00 0.00
H -4.160 3.779 -0.882 0.01 -0.01 0.01
H 0.803 2.561 4.844 0.01 -0.03 -0.01
H 2.624 2.938 -1.019 0.03 0.04 0.04
H -4.581 2.377 2.524 0.00 0.01 0.01
H 0.781 -3.891 -5.388 -0.01 0.00 0.00
H -5.172 -0.575 4.884 0.00 0.00 0.01
H 10.185 -0.645 -1.062 -0.01 0.00 0.00
H 4.188 -0.390 4.643 0.00 -0.02 0.00
H -1.913 -1.288 -5.662 -0.02 0.03 0.00
H 0.736 4.325 4.786 -0.01 -0.01 -0.01
H 3.993 3.908 2.454 -0.02 0.01 0.01
H 1.644 -6.028 1.521 0.00 -0.01 0.00
H -5.231 0.151 -0.175 0.02 0.07 0.00
H -1.240 -2.640 -2.490 -0.04 0.03 0.06
H 4.137 3.019 -0.139 -0.02 0.04 0.00
H -3.068 2.557 -1.515 -0.03 0.00 0.00
H -0.128 -7.743 1.093 0.02 0.00 0.01
H 3.685 5.332 1.472 0.00 0.00 0.00
H 0.358 -2.084 3.736 0.02 0.00 0.01
H -3.129 -1.178 -1.934 0.00 0.02 -0.02
H 1.546 1.826 -2.624 -0.06 0.03 -0.06
H -0.529 0.970 -7.062 0.00 0.00 0.01
H 5.000 -0.371 -5.359 -0.01 0.00 -0.01
H 3.359 4.525 -0.694 -0.04 -0.01 -0.02
H 5.465 1.829 -4.316 0.00 0.00 0.00
H 1.235 -3.907 -2.720 0.00 0.00 -0.04
H -5.344 -2.304 -0.389 0.02 -0.01 0.00
H 5.230 -3.142 -2.130 0.01 0.01 0.02
H -2.631 0.312 -5.855 0.00 0.00 0.01
H -4.854 -1.870 1.253 -0.02 0.00 0.01
H 2.815 -1.413 -5.119 0.07 0.07 0.04
H 4.080 -2.742 -0.823 0.00 0.01 0.00
H 6.208 1.192 2.489 -0.01 -0.01 -0.01
H -2.759 -4.726 -0.477 0.00 0.01 0.00
H -4.814 -0.837 -2.377 -0.01 0.02 0.02
H 1.497 4.271 0.704 0.06 0.08 0.03
H 4.148 -1.731 -2.247 0.03 0.03 0.00
H -1.586 2.308 -5.231 0.00 -0.01 0.01
H -0.277 -2.633 -6.020 0.02 0.00 0.00
H 2.592 4.943 2.794 -0.01 0.00 0.03
H 1.453 -2.332 -5.874 -0.09 -0.09 0.01
```
Positions in Å, forces in eV/Å.

Strongest force on any atom (eV Å⁻¹): 1.027
Gap between HOMO and LUMO (spin up / spin down) (eV): 4.361 / 4.996
<S²>: 2.02
HOMO energy (spin up / spin down) (eV): -0.3 / -0.9
Energy above the lowest of the compared OMol25 structures with the same formula, charge and spin (kcal per mole): 0.0
Spin multiplicity: 3
Net charge: -2

Here are the Löwdin charges for atoms 1 to 5, given in e:
1. Te 1.07
2. Ti 0.84
3. S 0.63
4. P 0.89
5. P 1.18

Record 3
Here is a single C5H9N3S molecule from the OMol25 dataset. Energies are from wB97M-V/def2-TZVPD.

Geometry as XYZ:
```
18
Properties=species:S:1:pos:R:3:forces:R:3
S 0.999 -1.134 -0.272 0.59 0.02 0.37
N 3.674 -0.963 0.287 3.85 14.62 6.10
N -3.258 -0.988 0.204 2.12 0.50 -0.34
N 2.425 0.942 0.212 -0.83 1.06 0.12
C 2.545 -0.337 0.129 -3.69 2.18 -0.82
C -1.210 0.559 -0.490 -0.38 -4.99 -1.15
C 0.236 0.437 -0.242 -2.58 -1.86 -0.57
C -2.124 -0.029 0.609 -1.10 0.50 0.58
C 1.074 1.375 0.019 4.24 5.42 0.15
H -3.995 -0.472 -0.395 2.08 -1.64 0.81
H -1.458 -0.038 -1.423 0.46 -0.11 0.85
H -2.723 -1.847 -0.192 -2.07 2.06 0.15
H -2.582 0.839 1.086 -0.40 -0.07 0.07
H 4.609 -0.330 0.072 -3.48 -1.68 1.10
H -1.490 -0.415 1.447 -0.62 -0.41 -0.92
H -1.482 1.432 -0.910 -0.82 3.75 -0.34
H 0.926 2.656 -0.082 0.17 -4.32 0.57
H 3.833 -1.687 -0.056 2.44 -15.03 -6.73
```
Positions in Å, forces in eV/Å.

Strongest force on any atom (eV Å⁻¹): 16.647
Gap between HOMO and LUMO (eV): 8.936
HOMO energy (eV): -8.3
Structure (SMILES): NCCc1cnc(N)s1
Energy above the lowest of the compared OMol25 structures with the same formula, charge and spin (kcal per mole): 62.4
Spin multiplicity: 1

Here are the Löwdin charges for atoms 1 to 5, given in e:
1. S 1.04
2. N 0.13
3. N -0.05
4. N 0.02
5. C -0.73

Which of these has the lowest energy above the lowest of the compared OMol25 structures with the same formula, charge and spin? C55H74N3O3P3STeTi

The highest energy above the lowest of the compared OMol25 structures with the same formula, charge and spin belongs to which entry? C5H9N3S